# 1
{"formula": "C46H48CrN3OP", "method": "ωB97M-V/def2-TZVPD", "total_charge": -1, "e_homo_ev": [-0.2471, -3.6680], "multiplicity": 4, "gap_ev": [2.494, 5.915], "s_squared": 3.796, "relative_energy_kcal_mol": 0.0, "symbols": ["Cr", "N", "N", "C", "C", "C", "C", "H", "H", "H", "C", "C", "H", "H", "H", "C", "C", "H", "H", "H", "C", "H", "H", "H", "C", "H", "H", "H", "C", "H", "C", "H", "C", "H", "C", "H", "C", "C", "H", "C", "C", "H", "C", "H", "N", "C", "C", "C", "H", "C", "C", "H", "H", "H", "C", "H", "C", "C", "H", "H", "H", "C", "H", "H", "H", "O", "P", "C", "C", "C", "C", "C", "C", "C", "C", "C", "C", "C", "C", "C", "C", "C", "C", "C", "C", "H", "H", "H", "H", "H", "H", "H", "H", "H", "H", "H", "H", "H", "H", "H"], "xyz": [[1.2093, 0.2502, -0.8865], [1.5973, -2.8912, 1.4170], [1.2216, -1.9377, -2.0821], [1.8853, 2.1890, -1.4481], [3.0073, 1.3272, -1.1210], [2.8616, 0.9220, 0.2676], [3.7538, 0.0420, 1.0819], [4.5474, -0.4089, 0.4751], [3.1567, -0.7756, 1.5161], [4.2235, 0.5942, 1.9092], [1.6849, 1.5616, 0.7921], [1.2810, 1.5525, 2.2143], [1.8303, 2.2684, 2.8449], [1.4682, 0.5573, 2.6243], [0.2093, 1.7605, 2.3142], [1.0453, 2.2940, -0.2685], [-0.1951, 3.1072, -0.1107], [-0.9147, 2.5755, 0.5266], [-0.6829, 3.2815, -1.0765], [0.0057, 4.0853, 0.3510], [4.1822, 1.0099, -1.9861], [5.0282, 1.6828, -1.7737], [3.9313, 1.1105, -3.0502], [4.5274, -0.0193, -1.8103], [1.6832, 2.9660, -2.7032], [0.6123, 3.1314, -2.8778], [2.0735, 2.4278, -3.5741], [2.1753, 3.9502, -2.6529], [0.9606, -3.5859, 2.3594], [1.4044, -3.5796, 3.3595], [-0.2189, -4.2857, 2.1020], [-0.6538, -4.8991, 2.8893], [-0.8665, -4.1305, 0.8815], [-1.8366, -4.5738, 0.6647], [-0.2402, -3.3528, -0.0854], [-0.6485, -3.1975, -1.0734], [1.0039, -2.7732, 0.2246], [1.7030, -1.9124, -0.7286], [2.7982, -1.9900, -0.6492], [0.7974, -0.7119, -2.5577], [1.4122, -2.8333, -3.1268], [1.7124, -3.8410, -2.9349], [1.1663, -2.1606, -4.2677], [1.1896, -2.5062, -5.2796], [0.8457, -0.8471, -3.9189], [0.6616, 0.2341, -4.8250], [1.6850, 0.5801, -5.7274], [1.4735, 1.6808, -6.5645], [2.2529, 1.9652, -7.2742], [0.2871, 2.4180, -6.5277], [0.0491, 3.5589, -7.4726], [-0.4953, 4.3723, -6.9761], [-0.5519, 3.2413, -8.3373], [0.9964, 3.9535, -7.8552], [-0.6936, 2.0669, -5.5982], [-1.6280, 2.6300, -5.5546], [-0.5154, 0.9902, -4.7253], [-1.5672, 0.6442, -3.7220], [-1.7138, -0.4401, -3.6334], [-2.5149, 1.0952, -4.0404], [-1.3239, 1.0501, -2.7239], [2.9950, -0.1462, -5.7925], [2.9191, -1.0826, -6.3650], [3.4114, -0.3666, -4.8002], [3.7174, 0.4927, -6.3186], [-0.5697, -0.7574, 1.5602], [-1.4174, -0.6118, 2.7873], [-0.4707, 0.0137, 4.1677], [-0.8701, 1.1697, 4.8472], [-0.1977, 1.5525, 6.0072], [0.9233, 0.8320, 6.4271], [1.3967, -0.2533, 5.6802], [0.7184, -0.6502, 4.5294], [-2.8494, 0.4714, 2.6038], [-3.7701, 0.6236, 3.6579], [-4.8732, 1.4729, 3.5245], [-5.0960, 2.1458, 2.3251], [-4.2135, 1.9542, 1.2563], [-3.0948, 1.1227, 1.3847], [-2.1831, -2.0917, 3.4382], [-3.3113, -2.5890, 2.7746], [-4.0831, -3.5907, 3.3574], [-3.7188, -4.1293, 4.5977], [-2.5529, -3.6829, 5.2183], [-1.7657, -2.6928, 4.6298], [-1.6993, 1.7621, 4.4811], [-0.5726, 2.4025, 6.5796], [1.4373, 1.1210, 7.3448], [2.2910, -0.7993, 5.9910], [1.1126, -1.4498, 3.9035], [-3.6382, 0.0710, 4.5916], [-5.5647, 1.5855, 4.3579], [-5.9611, 2.7948, 2.2226], [-4.4120, 2.4497, 0.3085], [-2.4256, 0.9477, 0.5353], [-3.5806, -2.1798, 1.8023], [-4.9687, -3.9618, 2.8421], [-4.3340, -4.8982, 5.0669], [-2.2401, -4.1170, 6.1675], [-0.8273, -2.4093, 5.0935]]}


# 2
{"formula": "C46H48CuI2N3O2", "method": "ωB97M-V/def2-TZVPD", "total_charge": -2, "e_homo_ev": [0.0449, 0.1033], "multiplicity": 1, "gap_ev": [3.332, 3.274], "symbols": ["Cu", "I", "C", "C", "C", "I", "C", "C", "C", "C", "N", "C", "C", "O", "H", "H", "H", "H", "C", "C", "C", "C", "C", "C", "C", "C", "C", "C", "C", "C", "N", "C", "C", "N", "C", "C", "C", "C", "C", "C", "C", "C", "C", "C", "C", "C", "C", "C", "C", "C", "C", "C", "C", "C", "C", "C", "H", "H", "H", "H", "H", "H", "H", "H", "H", "H", "H", "H", "H", "H", "H", "H", "H", "H", "H", "H", "H", "H", "H", "H", "H", "H", "H", "H", "H", "H", "H", "H", "H", "H", "H", "H", "H", "H", "H", "H", "C", "O", "H", "H", "H", "H"], "xyz": [[-1.0049, 0.6212, 1.0247], [-5.2301, 1.9857, 3.9168], [-3.2959, 2.7630, 3.8032], [-2.9510, 3.8795, 4.5546], [-1.6648, 4.4461, 4.4795], [-1.2665, 6.2250, 5.5663], [-0.7019, 3.8758, 3.6010], [0.6306, 4.3968, 3.3705], [1.4553, 3.7992, 2.4508], [1.0105, 2.6373, 1.7933], [-0.1983, 2.1510, 1.9606], [-1.0907, 2.7628, 2.8386], [-2.3913, 2.1315, 2.9187], [-2.6193, 1.1438, 2.1838], [-3.7235, 4.3135, 5.1665], [0.9308, 5.2939, 3.9080], [2.4518, 4.1956, 2.2530], [1.6242, 2.1264, 1.0634], [-2.0561, -2.0650, -3.7511], [-0.8507, -1.1159, -3.5003], [0.2578, -1.3877, -4.5403], [-1.3129, 0.3062, -3.5783], [-1.8672, 0.7066, -4.7886], [-2.2836, 2.0066, -5.0123], [-2.1512, 2.9015, -3.9396], [-1.6881, 2.5321, -2.6630], [-1.9038, 3.6321, -1.6199], [-2.9331, 3.2721, -0.5281], [-0.5790, 4.1798, -1.0985], [-1.1245, 1.2505, -2.4487], [-0.5481, 0.8616, -1.2219], [0.6659, 0.3407, -1.1097], [1.0800, -0.5606, -0.0560], [0.3108, -1.0793, 0.9180], [0.6552, -2.2500, 1.6085], [0.8336, -2.3321, 3.0442], [1.0735, -3.5714, 3.6672], [1.2052, -4.7659, 2.9608], [1.0240, -4.7001, 1.6106], [0.7352, -3.5251, 0.9192], [0.5013, -3.6909, -0.5703], [-0.5953, -4.7633, -0.7894], [1.7434, -4.2326, -1.2781], [0.7577, -1.2105, 4.0772], [-0.6898, -0.7931, 4.3230], [1.7759, -0.0762, 3.8671], [2.5293, -0.6842, -0.1466], [3.5045, -1.3262, 0.6042], [4.8203, -1.3531, 0.1051], [5.2363, -0.5555, -0.9584], [4.2997, 0.2447, -1.6483], [4.5244, 1.0897, -2.7614], [3.4449, 1.7566, -3.3236], [2.1255, 1.5833, -2.9081], [1.8542, 0.7449, -1.8516], [2.9476, 0.1179, -1.2287], [-1.7878, -3.1135, -3.5384], [-2.4109, -1.9907, -4.7924], [-2.9168, -1.8783, -3.0777], [-0.4722, -1.2967, -2.4833], [-0.1625, -1.3449, -5.5738], [0.6763, -2.3896, -4.3716], [1.0685, -0.6316, -4.4717], [-1.8418, -0.0092, -5.6006], [-2.7060, 2.3000, -5.9731], [-2.4951, 3.9300, -4.0806], [-2.3678, 4.4576, -2.1931], [-2.6234, 2.3310, -0.0347], [-3.9261, 3.1109, -0.9733], [-2.9942, 4.0716, 0.2313], [0.1054, 3.4034, -0.7810], [-0.7347, 4.8524, -0.2254], [-0.0829, 4.7864, -1.8924], [1.2321, -3.5280, 4.7507], [1.3715, -5.7046, 3.4756], [1.0858, -5.5920, 1.0250], [0.1322, -2.7146, -0.9566], [-0.2710, -5.7615, -0.4068], [-0.7570, -4.8904, -1.8710], [-1.5327, -4.4746, -0.2950], [2.0007, -5.1978, -0.8344], [2.6319, -3.6090, -1.1076], [1.5615, -4.3781, -2.3612], [1.0555, -1.7495, 5.0131], [-1.1883, -0.3941, 3.4290], [-0.7047, -0.0447, 5.1394], [-1.3038, -1.6568, 4.6163], [2.0975, -0.0309, 2.8195], [2.6507, -0.2446, 4.4958], [1.3331, 0.9003, 4.1469], [3.2700, -1.8464, 1.5237], [5.5727, -1.9659, 0.6333], [6.2829, -0.5528, -1.2877], [5.5047, 1.2309, -3.1819], [3.6457, 2.4211, -4.1719], [1.3260, 2.1640, -3.3720], [-3.7821, -2.3024, 0.2404], [-2.6220, -1.7774, -0.3626], [-3.7777, -2.1362, 1.3400], [-3.8720, -3.3730, 0.0275], [-4.6639, -1.8100, -0.1670], [-1.8955, -1.8065, 0.2939]]}


# 3
{"formula": "C46H48IN9O7S3V", "method": "ωB97M-V/def2-TZVPD", "total_charge": -2, "e_homo_ev": [-0.6018, -1.6180], "multiplicity": 4, "gap_ev": [4.070, 5.085], "s_squared": 3.800, "relative_energy_kcal_mol": 67.8, "symbols": ["V", "C", "C", "N", "C", "C", "C", "O", "C", "C", "N", "C", "C", "C", "C", "C", "C", "I", "C", "O", "H", "H", "H", "H", "H", "H", "H", "H", "H", "H", "H", "H", "C", "C", "C", "C", "C", "C", "C", "N", "C", "N", "C", "C", "C", "C", "C", "C", "C", "N", "C", "C", "C", "C", "C", "C", "C", "H", "H", "H", "H", "H", "H", "H", "H", "H", "H", "H", "H", "H", "H", "H", "H", "H", "H", "H", "H", "H", "H", "S", "C", "N", "C", "C", "N", "H", "H", "H", "H", "H", "H", "O", "S", "O", "O", "S", "O", "C", "N", "C", "O", "C", "C", "C", "C", "N", "C", "H", "H", "H", "H", "H", "H", "H", "H"], "xyz": [[-0.6723, -1.1126, 0.6062], [1.0453, -4.6652, 2.2382], [-0.2486, -4.2734, 2.8949], [-0.7852, -5.0631, 3.7335], [-2.0713, -4.7492, 4.3614], [-2.4947, -3.3021, 4.2181], [-3.6724, -2.8957, 5.0667], [-3.2446, -2.3002, 6.3117], [-1.8550, -2.4535, 3.3912], [-2.2355, -1.0541, 3.3104], [-1.7683, -0.2363, 2.4448], [-2.0426, 1.1505, 2.6343], [-3.2946, 1.7197, 2.4644], [-3.4490, 3.0818, 2.7047], [-2.3777, 3.8525, 3.1267], [-1.1272, 3.2652, 3.3028], [-0.9534, 1.9167, 3.0530], [0.9629, 0.8076, 3.4001], [-0.7933, -2.9350, 2.4540], [0.1732, -1.9992, 2.1091], [1.2295, -5.7235, 2.4124], [1.8671, -4.0730, 2.6485], [0.9849, -4.4553, 1.1690], [-1.9495, -4.9697, 5.4294], [-4.2442, -3.7816, 5.3283], [-4.3387, -2.2270, 4.5213], [-2.5175, -1.7062, 6.1031], [-2.9136, -0.6646, 4.0744], [-4.1265, 1.1119, 2.1322], [-4.4196, 3.5391, 2.5552], [-2.5104, 4.9140, 3.3007], [-0.2836, 3.8665, 3.6296], [2.9610, 0.8648, -2.7224], [4.3006, 0.3756, -2.2386], [5.3696, 0.2861, -3.1265], [6.6372, -0.1035, -2.7219], [6.8649, -0.3936, -1.3842], [5.8175, -0.3296, -0.4821], [4.5343, 0.0244, -0.8993], [3.5038, 0.0395, 0.0508], [2.2401, -0.4872, -0.1440], [2.2163, -1.5535, -0.9575], [1.1302, -2.0777, -1.7398], [-0.1776, -1.8733, -1.3359], [-1.1494, -2.3477, -2.2345], [-0.8261, -2.9834, -3.4157], [0.5100, -3.2061, -3.7466], [1.5151, -2.7609, -2.9089], [2.9640, -3.0004, -3.2565], [1.1823, -0.0184, 0.4829], [1.3990, 1.0751, 1.3209], [1.9585, 2.2482, 0.9994], [2.7855, 3.0665, 1.8560], [3.6733, 2.5888, 2.7605], [3.9991, 1.2072, 3.1267], [3.1569, 0.1881, 3.3830], [3.6236, -1.1831, 3.7473], [3.0951, 1.5294, -3.5759], [2.4286, 1.4120, -1.9445], [2.3095, 0.0460, -3.0393], [5.1950, 0.5466, -4.1646], [7.4418, -0.1691, -3.4433], [7.8507, -0.6859, -1.0451], [5.9745, -0.5666, 0.5639], [3.7274, 0.3187, 0.9997], [3.1340, -1.8238, -1.2707], [-2.1988, -2.2383, -1.9805], [-1.6117, -3.3299, -4.0772], [0.7715, -3.7254, -4.6627], [3.0355, -3.5997, -4.1639], [3.4900, -3.5466, -2.4658], [3.5133, -2.0697, -3.4331], [1.8605, 2.5663, -0.0359], [2.8409, 4.1250, 1.6216], [4.3525, 3.3265, 3.1828], [5.0760, 1.0451, 3.2631], [3.1842, -1.4929, 4.6995], [4.7159, -1.2597, 3.8254], [3.2616, -1.9034, 3.0072], [-1.0829, 3.4804, -0.1168], [-0.5667, 4.3064, -1.4627], [-0.4472, 3.8576, -2.7178], [-0.0009, 4.8935, -3.6313], [-0.1284, 6.1716, -2.7887], [-0.1321, 5.6197, -1.4419], [-0.9359, 3.0112, -3.0754], [-0.6122, 4.9127, -4.5333], [1.0406, 4.7237, -3.9246], [-1.0585, 6.7068, -3.0130], [0.7110, 6.8508, -2.9399], [-0.4390, 6.1638, -0.6541], [-3.8407, -6.1368, 1.5337], [-3.6093, -4.9334, 2.3372], [-4.8799, -4.2492, 2.6675], [-3.0879, -5.6234, 3.9241], [-1.6958, -3.2744, 0.8025], [-3.1834, 1.6400, -6.3651], [-3.9220, 2.5217, -5.5348], [-4.2063, 2.0141, -4.2231], [-3.0815, 1.6932, -3.4314], [-1.9349, 1.9913, -3.9108], [-3.3221, 1.0589, -2.1967], [-4.6256, 0.7556, -1.6800], [-4.7191, -0.0742, -0.5755], [-3.5874, -0.5712, 0.0408], [-2.3315, -0.1644, -0.3652], [-2.2269, 0.6087, -1.4186], [-2.3858, 1.4608, -5.8386], [-4.8638, 2.7242, -6.0447], [-3.3696, 3.4569, -5.4130], [-4.9134, 1.2905, -4.2026], [-5.5171, 1.1698, -2.1328], [-5.6867, -0.3672, -0.1852], [-3.6451, -1.3055, 0.8283], [-1.2237, 0.8798, -1.7205]]}


# 4
{"formula": "C46H49Br2N2O10P", "method": "ωB97M-V/def2-TZVPD", "e_homo_ev": -8.5855, "multiplicity": 1, "gap_ev": 7.562, "symbols": ["C", "C", "O", "O", "C", "C", "C", "C", "C", "C", "C", "C", "C", "O", "O", "C", "C", "C", "C", "N", "O", "C", "Br", "C", "C", "Br", "P", "N", "O", "H", "H", "H", "H", "H", "H", "H", "H", "H", "H", "H", "H", "H", "H", "H", "H", "H", "H", "H", "H", "H", "H", "H", "H", "H", "H", "H", "H", "H", "H", "H", "H", "H", "O", "C", "C", "C", "C", "C", "C", "C", "C", "O", "C", "C", "C", "C", "C", "C", "H", "H", "H", "H", "H", "H", "H", "H", "O", "C", "C", "C", "C", "C", "C", "C", "C", "O", "C", "C", "C", "C", "C", "C", "H", "H", "H", "H", "H", "H", "H", "H"], "xyz": [[10.1896, -5.0632, 3.4271], [9.4212, -3.8614, 3.8773], [9.3113, -3.5726, 5.0278], [8.8340, -3.0999, 2.9115], [7.4028, -3.1527, 2.9761], [6.8053, -2.3387, 1.8289], [5.9033, -1.1651, 2.2991], [4.4956, -1.3188, 1.7321], [3.5786, -0.1352, 2.1419], [2.9521, 0.6117, 0.9452], [1.4366, 0.4258, 0.8336], [1.0347, -1.0428, 0.8693], [-0.4587, -1.2395, 0.8348], [-1.1059, -0.2003, 0.8668], [-0.9838, -2.4706, 0.7800], [-1.3895, -3.1567, 2.0272], [-2.6525, -3.9580, 1.6812], [-3.1467, -5.0067, 2.7062], [-4.4306, -4.7099, 3.4606], [-5.3480, -3.8240, 2.9782], [-4.6395, -5.3396, 4.4765], [-1.2892, -2.3253, 3.3170], [-1.1233, -3.4564, 4.9283], [-2.2720, -1.1340, 3.5913], [-2.8952, -1.0685, 4.9864], [-3.7475, -0.8738, 2.3431], [-0.0978, -4.5833, 2.2022], [-0.0503, -5.2229, 0.5995], [1.3798, -3.8679, 2.4686], [10.0694, -5.8268, 4.1876], [11.2496, -4.8322, 3.3482], [9.8434, -5.4244, 2.4637], [7.0976, -4.1958, 2.8392], [7.0252, -2.8553, 3.9520], [7.6446, -1.9773, 1.2387], [6.2141, -2.9821, 1.1810], [5.8495, -1.1998, 3.3856], [6.3425, -0.2304, 1.9601], [4.0360, -2.2507, 2.0630], [4.5842, -1.3032, 0.6459], [4.2064, 0.5744, 2.6796], [2.8219, -0.4578, 2.8557], [3.4649, 0.3908, 0.0103], [3.1192, 1.6743, 1.1229], [1.0966, 0.8254, -0.1204], [0.9538, 0.9902, 1.6263], [1.4766, -1.5773, 1.7071], [1.4093, -1.4996, -0.0577], [-2.3717, -4.5193, 0.7898], [-3.4796, -3.3459, 1.3444], [-2.3991, -5.3749, 3.3923], [-3.4381, -5.8822, 2.1175], [-5.8697, -3.2536, 3.6168], [-5.4323, -3.6419, 1.9964], [-0.2926, -1.8915, 3.3387], [-1.6854, -0.2231, 3.5283], [-2.1512, -0.8781, 5.7530], [-3.5382, -0.1890, 4.9699], [-3.5445, -1.9126, 5.1940], [0.9220, -5.3973, 0.3594], [-0.3979, -4.5474, -0.0833], [1.7834, -3.6485, 1.6160], [-4.4557, 1.7659, -2.7852], [-4.0259, 0.9865, -3.6109], [-2.9409, 0.0293, -3.2650], [-2.4348, 0.0208, -1.9698], [-1.4507, -0.8832, -1.6145], [-0.9713, -1.7866, -2.5638], [-1.4569, -1.7751, -3.8612], [-2.4407, -0.8616, -4.2190], [-2.9417, -0.8427, -5.6200], [-2.4732, -1.5775, -6.4639], [-4.0436, 0.1049, -5.9619], [-4.5509, 0.1175, -7.2542], [-5.5930, 0.9686, -7.5798], [-6.1343, 1.8112, -6.6148], [-5.6237, 1.8116, -5.3285], [-4.5742, 0.9635, -4.9973], [-2.8164, 0.7225, -1.2382], [-1.0635, -0.8354, -0.4780], [-0.2077, -2.5065, -2.2876], [-1.0800, -2.4716, -4.5980], [-4.1299, -0.5423, -7.9999], [-5.9890, 0.9744, -8.5866], [-6.9548, 2.4690, -6.8691], [-6.0408, 2.4673, -4.5764], [-2.5809, 7.0391, 0.2986], [-1.7797, 6.7221, -0.5549], [-0.3682, 7.2022, -0.4925], [0.0294, 8.0031, 0.5699], [1.3439, 8.4262, 0.6620], [2.2685, 8.0498, -0.3067], [1.8736, 7.2649, -1.3760], [0.5544, 6.8430, -1.4767], [0.1419, 6.0123, -2.6454], [0.9326, 5.7456, -3.5262], [-1.2611, 5.5167, -2.6956], [-1.6590, 4.7117, -3.7563], [-2.9491, 4.2161, -3.8009], [-3.8538, 4.5194, -2.7877], [-3.4667, 5.3332, -1.7382], [-2.1727, 5.8383, -1.6880], [-0.6918, 8.2888, 1.3228], [1.6528, 9.0470, 1.4925], [3.2982, 8.3722, -0.2265], [2.5871, 6.9742, -2.1344], [-0.9537, 4.4728, -4.5401], [-3.2538, 3.5851, -4.6259], [-4.8564, 4.1230, -2.8198], [-4.1659, 5.5759, -0.9502]]}